Entry 1:
Formula: C7H9N
Source: the OMol25 dataset
Level of theory: wB97M-V/def2-TZVPD

Geometry as XYZ:
```
17
Properties=species:S:1:pos:R:3:forces:R:3
C -0.230 0.301 -0.208 -1.00 -0.97 0.37
C 1.210 0.281 -0.484 -2.77 4.02 -4.02
C 1.891 -0.310 0.365 7.62 -1.92 2.57
C -0.521 -0.829 0.961 -0.25 4.13 -2.59
C -1.144 -0.470 2.047 -1.57 0.08 3.85
C -0.983 -0.089 -1.424 2.53 -4.56 -12.07
C -0.663 -0.453 -2.816 -0.22 0.56 7.20
H -0.546 2.284 -0.780 0.18 -1.71 2.17
H -1.706 1.483 0.060 1.47 1.03 0.68
H 1.594 1.009 -1.322 -0.62 -1.86 1.59
H 2.971 -0.254 0.277 0.51 0.35 -0.67
H 1.867 -0.848 1.259 -1.90 -0.82 1.11
H -0.095 -1.750 0.669 -0.29 -1.12 0.06
H -1.454 0.558 2.559 0.80 -1.99 -2.20
H -1.410 -1.289 2.776 0.50 0.77 -0.71
H -0.131 -1.278 -4.059 -2.34 2.72 4.18
N -0.649 1.653 0.119 -2.64 1.29 -1.49
```
Forces are in eV/Å.

LUMO in Ha: -0.02790


Entry 2:
Formula: C3H8S4
Source: the OMol25 dataset
Level of theory: wB97M-V/def2-TZVPD

Geometry as XYZ:
```
15
Properties=species:S:1:pos:R:3:forces:R:3
C -0.132 -0.762 1.527 -1.46 0.61 1.23
C 0.367 -0.385 0.212 1.39 1.24 -1.30
C -0.481 1.750 -0.915 0.12 -0.09 0.59
S 0.605 0.150 2.932 -0.92 0.25 -0.30
S 0.040 -1.605 -0.973 -0.10 0.99 -1.65
S -2.253 1.639 -0.596 0.77 -1.40 -1.42
S 0.337 1.862 -2.608 -2.26 -1.64 1.52
H -1.231 -0.518 1.596 0.87 -0.39 -0.09
H -0.015 -1.849 1.654 -0.15 0.27 0.28
H 1.415 -0.067 0.125 -0.56 0.27 0.29
H -0.209 2.625 -0.286 0.48 -0.76 -0.48
H 1.702 -0.553 2.978 0.92 -0.48 0.06
H 0.432 -0.695 -1.959 -0.22 -1.25 0.45
H -2.466 0.411 -1.251 0.17 1.15 0.66
H -0.473 0.801 -3.066 0.95 1.24 0.15
```
Forces are in eV/Å.

LUMO (alpha / beta) in Ha: -0.00946 / -0.00141


Entry 3:
Formula: C49H103BN2O15
Source: the OMol25 dataset
Level of theory: wB97M-V/def2-TZVPD

Geometry as XYZ:
```
170
Properties=species:S:1:pos:R:3:forces:R:3
C -5.788 -4.243 5.511 0.16 0.53 0.32
O -5.620 -5.075 4.276 -0.17 2.73 0.63
C -5.469 -4.074 3.190 0.59 0.37 -0.48
C -4.901 -4.696 1.781 -0.82 -0.45 -0.42
C -4.072 -6.105 1.932 -0.43 0.20 0.14
C -2.686 -6.003 2.805 0.89 -0.36 -0.33
C -1.801 -4.628 2.498 -0.56 -0.90 -0.06
C -1.339 -4.727 0.927 -0.05 0.11 0.24
C 0.068 -3.891 0.595 -1.51 0.10 0.34
C -0.128 -3.247 -0.900 1.16 -0.03 -0.74
C 0.326 -1.679 -1.049 0.31 -0.85 -0.19
C -0.352 -0.651 0.034 1.86 4.02 0.19
C 0.262 0.733 0.128 -2.03 -3.06 0.70
C 1.509 1.266 -0.793 -0.19 0.88 0.88
O 1.059 2.296 -1.776 -1.49 -1.74 0.15
C -0.217 1.907 -2.400 -0.85 -0.54 -0.78
O -0.429 2.559 -3.733 -0.29 -2.42 1.31
C -1.172 1.578 -4.569 -0.14 0.34 -1.05
C -2.641 1.161 -3.970 -0.38 -0.44 -0.06
O -3.309 0.249 -4.951 0.75 -0.60 1.94
C -0.392 1.769 1.266 -0.36 4.04 -1.12
O -0.525 3.092 1.052 0.88 -8.65 1.53
C -0.855 1.013 2.685 -1.61 -3.11 -1.05
B -0.579 1.792 4.122 0.87 1.80 1.30
N -0.949 1.263 5.499 2.33 -0.36 -1.58
O 0.135 3.117 4.096 0.22 -3.29 1.08
C -1.483 -0.364 2.585 2.28 4.26 -1.21
N -1.917 -1.148 3.809 -6.72 2.47 -1.21
C -3.259 -0.899 3.954 -3.68 0.86 -1.54
O -4.577 -0.665 3.967 11.02 -2.07 0.36
C -1.614 -0.969 1.031 -4.01 -3.11 -0.74
O -2.714 -1.687 0.698 7.07 4.47 1.96
H -6.225 -4.853 6.415 0.98 0.88 -2.08
H -4.741 -3.767 5.823 -2.09 -1.11 -0.64
H -6.510 -3.333 5.309 1.28 -1.83 0.30
H -6.539 -3.593 3.002 2.36 -0.71 0.41
H -4.683 -3.269 3.573 -1.80 -1.47 -0.84
H -4.289 -3.879 1.164 -1.24 -1.68 1.64
H -5.850 -4.935 1.110 1.97 0.40 1.34
H -4.778 -6.869 2.480 1.38 1.46 -1.15
H -3.892 -6.509 0.824 -0.16 0.87 2.49
H -1.989 -6.900 2.438 -1.48 1.82 0.89
H -2.856 -6.186 3.964 0.08 0.64 -2.50
H -2.461 -3.664 2.701 1.44 -1.99 -0.59
H -0.886 -4.579 3.234 -1.66 -0.19 -1.50
H -2.257 -4.334 0.284 2.16 -0.63 1.25
H -1.191 -5.856 0.603 -0.25 2.24 0.84
H 0.206 -3.052 1.432 -0.32 -1.62 -1.87
H 1.000 -4.607 0.701 -1.91 1.56 -0.48
H 0.582 -3.874 -1.626 -1.54 1.50 1.38
H -1.206 -3.340 -1.347 1.94 0.02 1.28
H 0.128 -1.368 -2.181 0.16 -0.39 2.54
H 1.510 -1.658 -0.933 -2.60 0.16 0.07
H 2.130 0.431 -1.326 -1.56 1.36 1.02
H 2.243 1.847 -0.056 -1.65 -1.21 -1.67
H -0.204 0.739 -2.630 -0.02 2.30 0.79
H -1.173 2.221 -1.762 2.34 -0.71 -0.92
H -1.349 2.106 -5.612 0.31 -0.95 2.23
H -0.478 0.646 -4.792 -1.55 1.60 0.69
H -2.605 0.566 -2.961 0.21 1.46 -1.72
H -3.349 2.102 -3.857 1.70 -1.83 -0.16
H -3.393 -0.664 -4.523 0.28 2.04 -0.93
H -0.628 1.894 6.272 -0.43 -0.77 -1.04
H -0.485 0.314 5.628 -1.33 1.38 -0.03
H 0.870 3.069 4.805 -2.02 0.26 -1.52
C -3.557 5.520 -6.023 -0.12 -0.12 0.04
C -2.229 5.548 -6.758 0.01 -0.02 0.05
O -1.926 4.329 -7.431 0.04 -0.15 0.00
C -2.851 3.912 -8.435 0.09 0.10 0.03
C -3.005 4.915 -9.565 0.04 0.11 -0.10
H -3.571 4.707 -5.289 0.05 0.13 -0.07
H -3.724 6.466 -5.501 0.06 -0.09 -0.03
H -4.396 5.362 -6.702 -0.01 0.08 -0.01
H -1.427 5.712 -6.030 0.00 -0.23 -0.20
H -2.181 6.387 -7.461 -0.10 0.00 -0.01
H -3.818 3.675 -7.982 -0.06 0.06 0.00
H -2.465 2.973 -8.846 0.13 0.13 0.22
H -3.389 5.874 -9.213 -0.08 -0.06 -0.02
H -3.701 4.534 -10.321 0.11 0.02 0.11
H -2.038 5.105 -10.043 -0.11 -0.07 0.03
C -0.010 2.123 11.560 -0.09 0.09 0.12
C -0.038 2.098 10.042 -0.03 0.05 0.06
O -0.556 3.293 9.463 -0.06 0.05 -0.13
C 0.149 4.499 9.762 -0.03 -0.11 -0.08
C 1.596 4.478 9.304 0.13 -0.03 -0.04
H -1.017 2.293 11.959 0.12 -0.08 -0.05
H 0.366 1.173 11.950 -0.06 0.07 -0.05
H 0.632 2.917 11.943 0.07 -0.05 0.00
H -0.693 1.283 9.715 -0.03 0.28 -0.09
H 0.953 1.879 9.630 0.07 0.03 0.08
H 0.074 4.724 10.829 0.08 -0.03 0.04
H -0.376 5.306 9.239 -0.09 -0.30 0.03
H 2.171 3.690 9.795 0.01 0.08 0.06
H 2.081 5.434 9.529 -0.09 -0.13 -0.06
H 1.655 4.302 8.225 -0.03 0.07 0.11
C -5.574 3.087 15.076 -0.12 -0.11 0.06
C -4.246 3.115 14.341 0.00 -0.07 -0.02
O -3.943 1.896 13.668 0.07 -0.09 -0.01
C -4.868 1.480 12.664 0.11 0.11 0.03
C -5.021 2.483 11.534 0.03 0.10 -0.10
H -5.588 2.274 15.810 0.04 0.14 -0.08
H -5.741 4.034 15.598 0.05 -0.08 -0.03
H -6.413 2.930 14.397 -0.01 0.09 -0.01
H -3.444 3.279 15.069 0.00 -0.22 -0.21
H -4.198 3.955 13.638 -0.10 0.01 0.00
H -5.835 1.243 13.117 -0.06 0.07 -0.01
H -4.482 0.540 12.253 0.11 0.15 0.24
H -5.405 3.442 11.886 -0.08 -0.06 -0.02
H -5.717 2.102 10.779 0.12 0.03 0.11
H -4.055 2.672 11.056 -0.11 -0.06 0.03
C 6.051 -2.799 -0.529 0.01 0.05 -0.08
C 4.994 -3.369 0.399 0.04 0.03 -0.07
O 3.788 -3.731 -0.268 -0.24 0.02 -0.06
C 3.902 -4.724 -1.288 0.03 0.04 0.17
C 4.443 -6.049 -0.780 0.03 -0.12 0.08
H 5.667 -1.916 -1.052 0.06 -0.09 0.10
H 6.941 -2.510 0.038 -0.07 -0.01 -0.09
H 6.361 -3.520 -1.287 0.08 -0.02 0.06
H 4.726 -2.605 1.138 -0.20 -0.15 -0.15
H 5.381 -4.221 0.967 0.06 -0.01 -0.07
H 4.504 -4.343 -2.119 0.09 -0.03 0.00
H 2.894 -4.882 -1.685 0.06 0.20 0.19
H 5.450 -5.952 -0.371 0.00 -0.01 -0.10
H 4.482 -6.782 -1.594 -0.04 0.11 0.11
H 3.803 -6.444 0.016 0.04 0.04 -0.12
C -0.904 -2.320 -9.368 0.13 0.10 0.04
C -2.281 -2.810 -8.957 -0.04 0.08 0.11
O -2.868 -2.044 -7.909 0.02 -0.08 0.06
C -3.078 -0.657 -8.179 -0.19 -0.03 0.07
C -3.995 -0.406 -9.362 -0.06 -0.06 -0.14
H -0.223 -2.328 -8.509 -0.10 -0.04 -0.11
H -0.489 -2.960 -10.151 -0.04 0.02 0.08
H -0.932 -1.299 -9.753 -0.01 -0.03 -0.07
H -2.192 -3.836 -8.584 -0.14 0.21 0.14
H -2.959 -2.855 -9.816 0.06 0.06 -0.06
H -2.117 -0.149 -8.307 0.05 0.03 -0.09
H -3.535 -0.229 -7.280 0.20 -0.29 -0.09
H -3.588 -0.812 -10.290 0.02 0.09 -0.03
H -4.146 0.669 -9.506 0.01 -0.13 0.06
H -4.970 -0.877 -9.198 0.11 0.09 0.02
C 2.892 1.840 -10.018 -0.10 -0.13 0.04
C 2.953 3.333 -10.287 -0.14 0.07 0.01
O 1.726 4.008 -10.022 0.03 -0.01 -0.14
C 1.239 3.933 -8.682 0.02 0.17 -0.07
C 2.197 4.518 -7.660 0.09 0.06 0.08
H 2.104 1.374 -10.619 0.13 0.08 0.04
H 3.847 1.369 -10.267 -0.07 0.05 -0.01
H 2.678 1.622 -8.971 0.08 0.00 0.02
H 3.174 3.490 -11.349 -0.21 0.13 0.14
H 3.770 3.805 -9.731 0.01 -0.09 0.07
H 0.976 2.901 -8.434 0.04 -0.04 0.07
H 0.304 4.503 -8.657 0.19 -0.15 -0.19
H 3.150 3.986 -7.640 -0.04 -0.05 0.07
H 1.763 4.462 -6.656 0.02 0.00 -0.16
H 2.412 5.566 -7.891 -0.07 -0.11 0.02
C 10.982 0.315 -0.620 -0.06 0.11 -0.11
C 10.601 -1.059 -0.098 -0.03 0.00 -0.05
O 9.687 -1.754 -0.942 -0.12 -0.05 -0.02
C 10.129 -2.018 -2.274 0.01 -0.03 0.16
C 11.387 -2.866 -2.334 0.11 -0.10 0.03
H 10.089 0.937 -0.750 0.12 -0.09 0.06
H 11.658 0.815 0.079 -0.08 -0.05 -0.03
H 11.485 0.259 -1.587 0.07 0.00 0.04
H 10.105 -0.942 0.871 -0.11 -0.16 -0.23
H 11.488 -1.675 0.084 0.05 0.06 -0.06
H 10.258 -1.079 -2.821 0.09 0.02 0.00
H 9.316 -2.555 -2.773 -0.01 0.13 0.28
H 12.235 -2.377 -1.850 0.00 0.03 -0.09
H 11.665 -3.063 -3.375 -0.07 0.02 0.14
H 11.228 -3.823 -1.827 -0.01 0.11 -0.09
```
Forces are in eV/Å.

LUMO in Ha: -0.07099
SMILES: COCCCCCCCCCC1=C(COCOCCO)C(=O)C(B(N)O)=C(N=C=O)C1=O.CCOCC.CCOCC.CCOCC.CCOCC.CCOCC.CCOCC.CCOCC


E readings, ordered: -326.4932, -1711.7090, -3191.1162 Ha